Record 1
97
Properties=species:S:1:pos:R:3:mulliken_charge:R:1 method="wB97M-V/def2-TZVPD" gap_ev=11.128 homo_energy_ha=-0.3976 smiles=FC(F)C(F)(F)COC(F)(F)C(F)F.FC(F)C(F)(F)COC(F)(F)C(F)F.FC(F)C(F)(F)COC(F)(F)C(F)F.FC(F)C(F)(F)COC(F)(F)C(F)F.ClC(Cl)Cl.CCCCCC multiplicity=1 molar_mass_g_mol=1133.8 e_tot_ha=-5924.7026 de_lowest_kj_mol=0.0
F -2.02 -1.90 6.09 -0.30
C -0.67 -0.07 5.63 -0.94
F -1.24 2.38 -0.24 -0.24
C 0.90 4.73 -4.55 0.92
H -1.04 -2.06 -8.49 0.25
F -3.79 1.71 -1.05 -0.32
C -3.08 0.90 -0.26 0.71
F 1.74 -2.92 -5.03 -0.29
C 1.80 -0.72 0.96 -0.72
C -0.33 -2.48 -9.21 0.19
F 0.88 0.97 10.00 -0.27
H -4.64 -1.01 -0.90 0.45
H -5.71 0.23 -0.24 0.31
H 6.07 2.25 6.04 0.38
H 2.66 1.27 0.85 0.00
H 0.09 4.27 -2.62 0.38
F -4.76 -2.59 1.08 -0.22
H -3.33 0.34 6.40 0.30
C 4.26 1.48 3.06 -0.63
C -4.96 -0.52 0.02 -1.00
H 5.10 0.89 2.67 0.32
C 2.07 4.32 -5.46 0.21
F -1.04 -4.74 -8.81 -0.29
F -6.71 -1.93 0.27 -0.35
F -0.16 -2.57 -3.01 -0.02
F -6.65 -1.80 3.12 -0.27
F -0.95 -2.50 -10.41 -0.28
H -0.48 0.86 5.10 0.31
F 0.93 6.04 -4.27 -0.32
C -0.14 0.67 9.17 0.22
C -0.51 -2.55 -4.31 0.30
C 1.89 1.87 -2.72 0.86
C 5.83 2.26 4.97 -1.35
O -3.86 0.18 0.61 -0.28
H 1.80 -1.59 1.63 0.46
H 0.24 -0.64 5.42 0.50
C 0.33 0.43 7.75 0.86
H 3.07 -0.31 3.41 0.42
F 1.08 -0.69 7.69 -0.29
F 2.10 5.09 -6.58 -0.29
F -0.28 4.41 -5.11 -0.28
C 0.48 -3.35 -5.17 0.72
C 0.03 -3.92 -8.78 0.98
O 0.94 2.56 -3.40 -0.30
H 0.77 -0.37 0.99 -0.14
F 3.12 2.10 -3.24 -0.30
F 2.44 -0.46 -2.33 -0.32
F -1.06 1.67 9.25 -0.25
C 0.76 -3.97 -7.44 -0.87
H 2.07 1.06 3.21 0.17
H 6.70 1.81 4.48 0.32
H 1.57 0.11 -3.92 0.11
H 3.65 2.04 5.03 0.28
Cl -2.69 -3.52 -1.15 -0.17
F 1.03 1.47 7.28 -0.29
H 1.81 4.29 -2.60 0.50
C 3.01 0.62 2.83 -0.54
C 2.86 0.31 1.33 -0.18
C -5.60 -1.54 0.97 0.96
O -0.83 0.23 7.03 -0.39
F 0.29 0.10 -2.45 -0.20
H 1.78 -3.60 -7.52 0.37
F -0.66 -1.24 -4.64 -0.26
F 3.27 4.45 -4.84 -0.25
C -3.20 -0.01 5.37 0.07
H -0.64 -0.25 9.52 0.23
F 0.90 -4.40 -9.73 -0.33
H 0.80 -5.02 -7.15 0.37
H 3.84 -0.05 1.01 0.33
C -1.25 -2.88 -0.27 1.11
H -0.82 -2.08 -0.85 -0.93
C 0.96 3.98 -3.22 -0.97
F -2.43 0.03 -1.08 -0.10
H 1.93 3.27 -5.72 0.23
Cl -0.02 -4.17 -0.11 -0.14
H -5.06 -0.58 2.80 -0.31
H 1.94 -1.13 -0.04 0.26
H -1.53 -2.94 -4.41 0.21
Cl -1.67 -2.28 1.33 0.10
C -1.92 -0.84 5.27 0.91
H 4.26 2.49 2.68 0.34
C 4.52 1.58 4.58 -0.33
H 4.58 0.60 5.07 0.32
C -5.99 -0.94 2.33 0.85
C 1.52 0.40 -2.87 0.19
F -4.33 -0.66 5.04 -0.25
F -6.70 0.22 2.17 -0.30
H -2.56 2.44 1.23 0.14
C -2.09 1.71 0.58 0.08
F 1.97 2.22 -1.41 -0.28
F -3.10 1.15 4.65 -0.29
F -1.39 0.95 1.46 -0.10
H 5.80 3.32 4.70 0.32
F -1.84 -1.30 3.98 -0.16
F 0.80 -1.74 -9.29 -0.26
F 0.45 -4.64 -4.77 -0.31
O 0.05 -3.23 -6.46 -0.38

Record 2
64
Properties=species:S:1:pos:R:3:mulliken_charge:R:1 method="wB97M-V/def2-TZVPD" gap_ev=9.058 homo_energy_ha=-0.3101 smiles="O=C1[C@H]2CCCC[C@H]2C(=O)N1[C@H]1CC[C@H](C(=O)Nc2ccc(Cc3ccncc3)cc2)CC1" multiplicity=1 molar_mass_g_mol=445.6 e_tot_ha=-1437.5580 de_lowest_kj_mol=0.0
H -3.45 -0.01 -2.21 0.34
H 7.91 0.46 1.27 0.40
C 7.46 0.35 -1.41 -1.09
H 2.47 -1.99 0.30 0.31
H 8.37 -1.08 1.99 0.43
H 9.31 -0.51 -2.10 0.28
N -8.99 -2.75 0.19 -0.62
N -1.76 0.88 -0.45 -0.07
C -5.93 1.18 -0.25 0.48
H -5.62 2.19 1.61 0.34
C -5.15 1.70 0.77 -0.70
H 3.17 1.48 -0.94 0.43
C -3.93 0.47 -1.37 -0.83
C -3.14 1.01 -0.35 0.88
C -8.17 -2.24 1.09 -0.42
H 0.14 -1.21 -0.05 0.39
H 6.96 -2.34 0.55 0.20
H 6.83 -1.68 -1.71 0.46
C 1.66 1.84 0.55 -1.11
C -3.77 1.62 0.73 -0.47
C -8.00 -0.15 -0.07 0.65
C 8.96 0.07 -1.25 -0.71
H 7.24 0.62 -2.45 0.41
C 3.33 -0.03 0.58 -0.38
H -7.83 1.70 -1.10 0.40
C -9.33 -1.98 -0.84 -0.35
H 1.48 2.87 0.22 0.44
H 10.18 -0.33 0.50 0.37
C 0.88 -0.53 0.38 -0.88
N 4.67 -0.44 0.21 0.23
O -0.99 1.90 1.44 -0.68
H -7.92 -2.89 1.91 0.36
C 6.62 -0.86 -1.01 0.52
O 4.52 -0.25 -2.07 -0.64
H -9.17 -0.11 -1.87 0.35
C -8.86 -0.69 -1.01 -0.28
H -7.75 1.84 0.66 0.37
H 3.29 -0.09 1.67 0.36
C 6.86 -1.25 0.45 0.37
H 7.18 1.20 -0.79 0.36
H 2.37 -0.93 -1.12 0.47
C 2.28 -0.96 -0.03 -0.82
H -5.89 0.14 -2.12 0.41
C 0.61 0.91 -0.06 0.60
H 9.49 1.02 -1.25 0.38
C -5.30 0.56 -1.32 -0.58
C 8.11 -0.59 1.05 -1.02
C -0.78 1.31 0.40 0.00
C -7.44 1.24 -0.20 -1.36
H 1.56 1.82 1.64 0.35
H 0.79 -0.59 1.47 0.42
H -3.18 2.04 1.53 0.54
C -7.65 -0.96 1.01 -0.23
H -1.45 0.40 -1.29 0.21
C 9.26 -0.71 0.05 -0.69
H -6.97 -0.59 1.77 0.42
H 3.81 2.08 0.60 0.31
H -10.00 -2.44 -1.56 0.35
C 5.59 -0.83 1.17 0.11
C 5.16 -0.49 -1.08 0.05
H 0.67 0.97 -1.15 0.29
H 9.41 -1.76 -0.18 0.37
C 3.07 1.42 0.14 -0.82
O 5.39 -0.84 2.35 -0.64

Record 3
64
Properties=species:S:1:pos:R:3:mulliken_charge:R:1 method="wB97M-V/def2-TZVPD" gap_ev=7.725 homo_energy_ha=-0.3883 multiplicity=1 charge=+1 molar_mass_g_mol=475.7 e_tot_ha=-2062.6437 de_lowest_kj_mol=0.0
H -1.63 -4.27 0.31 0.40
C -3.35 -1.02 -1.47 -1.91
C -4.37 -0.62 -0.42 1.23
C 4.35 -1.01 -0.81 -0.01
C 0.05 -1.68 0.01 1.38
H -1.05 5.59 -1.54 0.30
C -1.09 -0.96 -0.45 -0.54
H -0.53 4.90 1.42 0.37
C 1.18 -0.96 0.48 -0.36
H 1.58 -2.98 2.50 0.31
H -5.15 -0.99 2.87 0.39
H 0.67 -4.66 1.15 0.38
C 5.54 0.12 0.97 -0.59
S 0.78 3.29 -1.40 -0.05
H -5.53 0.44 -1.88 0.39
C -6.45 0.51 0.09 -0.56
H -3.42 -1.66 1.22 0.29
H 3.50 -1.61 -1.14 0.31
C 5.34 -0.62 -1.72 -0.71
C 2.01 -3.02 1.49 -0.77
H 7.20 0.45 -1.99 0.38
H 2.99 -3.51 1.56 0.53
H 5.59 0.39 2.03 0.39
S -1.57 3.24 0.07 -0.13
H 2.04 1.07 0.61 0.61
H -7.11 0.39 2.15 0.38
H -7.29 1.12 -0.24 0.38
C -1.04 -3.83 -0.50 -0.92
H 1.69 -4.25 -0.25 0.38
C 6.43 0.14 -1.28 -0.46
C -1.94 -3.03 -1.41 -0.75
H 3.83 -1.66 2.31 0.62
C 3.39 -0.99 1.55 -1.96
C 1.10 -3.82 0.59 -0.88
H -0.60 -4.65 -1.07 0.40
H -2.93 -3.50 -1.47 0.52
H -3.82 -1.74 -2.16 0.61
C -4.26 -1.04 0.91 -0.08
H -1.51 -3.02 -2.43 0.31
H 1.47 5.46 -1.65 0.39
C -5.25 -0.67 1.83 -0.69
H 1.51 5.02 0.09 0.32
H -2.15 5.34 0.75 0.41
N 0.01 1.11 0.09 0.18
C 1.17 0.43 0.41 -0.67
C -5.46 0.14 -0.83 -0.60
H 3.06 -0.09 2.09 0.49
C 4.44 -0.62 0.53 1.17
C 0.91 4.99 -0.83 -0.69
C -6.34 0.11 1.43 -0.46
N 2.24 -1.69 0.98 0.47
H -0.30 6.70 -0.33 0.34
N -2.15 -1.68 -0.94 0.41
C 6.53 0.50 0.07 -0.55
C -0.45 5.65 -0.62 -0.40
H 0.66 2.82 0.99 0.64
H 5.25 -0.92 -2.76 0.39
H -1.94 1.04 -0.70 0.41
N 0.02 -3.04 0.06 -0.16
H 7.39 1.08 0.43 0.38
C 0.07 2.53 0.12 -0.74
C -1.09 0.44 -0.36 -0.37
H -3.08 -0.14 -2.08 0.47
C -1.16 4.92 0.52 -0.70